The following is a quantum chemistry calculation of a 3-piece molecular cluster, C30H42BrN2O13 overall, from the OMol25 dataset.

Computed properties:
M = 718.571 Da
net charge = -1
HOMO level = -4.8237 eV
LUMO level = 0.4 eV
spin multiplicity = 1
E = -131426.6403 eV

Geometry as XYZ:
```
88
Properties=species:S:1:pos:R:3:forces:R:3
Br -2.514 7.178 -2.217 0.921 -0.588 0.261
O -1.573 -3.623 -1.543 -0.363 -0.040 0.135
O -2.298 -1.002 6.357 -0.130 -0.457 -1.173
O 3.940 -1.378 1.854 -0.381 -1.138 -1.644
O 2.754 2.894 1.404 2.029 0.528 -0.236
O -1.292 -1.138 3.835 -0.237 -0.084 0.512
O -1.580 0.628 -2.715 3.399 0.742 4.481
O -6.454 -5.359 -0.426 0.166 -0.497 -0.014
O -4.776 -3.899 2.297 0.081 0.393 1.337
O -3.461 -1.764 -0.891 -0.379 -2.863 -0.230
O -1.637 -0.101 -0.569 2.847 1.894 -1.102
O 4.762 1.822 1.907 -2.749 3.989 -0.633
O -5.829 -3.691 4.799 0.184 -0.017 -0.294
O -4.551 -7.221 -0.989 -0.321 1.016 0.135
N 4.818 0.328 -4.535 -0.039 -1.368 -0.633
N 0.026 2.744 -0.382 -0.503 -0.570 -0.335
C 2.337 0.643 -4.527 0.039 -0.675 0.617
C 2.489 -1.562 1.874 -0.060 0.312 1.810
C -3.771 -3.082 -0.918 -0.117 2.208 0.072
C 1.847 -0.189 2.396 -0.922 0.151 0.112
C -2.327 -1.746 4.037 0.303 -0.051 -0.878
C -4.141 -3.167 3.254 -0.058 -0.428 -1.139
C -2.947 -1.710 5.393 0.124 0.493 1.257
C 4.485 -1.692 0.557 0.633 0.771 -0.589
C 0.732 0.445 1.406 -0.064 -0.906 0.718
C -4.091 -2.347 5.652 -0.299 -0.225 -0.100
C -2.684 -4.041 -1.273 0.582 -0.338 -0.178
C 4.946 4.248 2.043 -1.084 -0.035 0.373
C 1.481 0.254 -3.188 0.416 0.909 -1.596
C -1.075 5.821 -1.805 1.045 -0.636 0.527
C 1.047 1.652 -2.522 -0.260 -0.636 -0.167
C -5.008 -3.508 -0.636 -0.487 -0.906 -0.124
C -1.017 0.607 -1.459 -4.961 -1.138 -2.633
C -2.999 -2.527 2.994 0.237 0.121 0.079
C -5.331 -4.934 -0.664 -0.291 1.208 0.191
C 1.106 3.734 -0.313 0.489 0.670 -0.054
C 1.110 0.370 -0.145 0.217 0.149 0.589
C -3.005 -5.473 -1.278 0.161 0.095 -0.031
C -1.517 4.863 -0.575 -1.135 0.031 -0.724
C 2.590 3.265 -0.015 0.430 0.596 -0.122
C -1.274 3.287 -0.881 -0.764 1.681 0.161
C -4.238 -5.893 -0.992 0.359 -1.092 -0.141
C 4.127 2.901 1.758 2.250 -3.102 0.557
C 0.327 1.467 -1.071 0.235 -2.230 -1.565
C -4.775 -3.109 4.602 -0.174 0.109 0.606
C 3.533 -0.427 -4.760 -1.300 1.436 -0.716
H -2.508 -1.706 -1.130 0.121 1.204 0.185
H 1.659 0.729 -5.450 0.891 -0.237 1.398
H 0.596 -0.362 -3.577 1.074 0.984 1.126
H -1.503 -0.638 5.919 -0.091 -0.017 0.042
H -2.665 4.988 -0.512 1.827 -0.301 -0.052
H -0.929 5.245 -2.780 -0.405 0.736 1.483
H 3.000 2.411 -0.640 -0.764 1.032 0.677
H 3.446 -0.782 -5.848 0.198 0.041 1.500
H -4.551 -2.327 6.630 0.011 0.009 -0.031
H 2.246 0.434 -0.243 -1.311 0.185 0.019
H 1.973 2.313 -2.491 -0.990 -0.864 0.236
H 4.174 -0.855 -0.179 0.320 -1.479 0.822
H 2.807 1.669 -4.361 -0.465 -1.329 -0.271
H 4.899 1.048 -5.280 -0.027 -0.798 0.680
H 5.637 -1.656 0.583 -1.762 -0.067 0.324
H 1.138 4.304 -1.325 0.314 -0.458 1.537
H 2.156 -0.390 -2.535 -0.953 0.989 -0.624
H 2.060 -1.959 0.897 0.678 0.747 1.123
H 0.877 4.450 0.568 0.328 -0.885 -1.638
H -5.499 -7.262 -0.755 0.117 0.055 -0.036
H -1.382 3.219 -2.033 0.077 -0.393 1.783
H 3.399 -1.294 -4.030 0.486 1.168 -1.053
H 5.572 -0.372 -4.686 -0.390 0.959 0.071
H 2.655 0.581 2.689 -1.042 -1.460 -0.880
H 4.183 -2.728 0.170 0.212 1.393 0.526
H 0.507 1.485 1.808 0.287 -1.226 -0.915
H -2.158 2.775 -0.343 1.636 0.341 -1.125
H -1.119 5.206 0.435 -0.339 -0.349 -1.435
H -2.204 -6.160 -1.519 -0.030 0.016 0.001
H 5.801 4.338 1.296 -1.272 -0.087 0.951
H 0.336 2.151 -3.286 0.853 -0.805 1.447
H -2.529 -2.559 2.019 -0.022 0.099 -0.004
H 4.239 5.149 2.031 1.192 -1.171 -0.164
H -0.216 -0.186 1.553 1.283 1.120 -0.339
H 5.394 4.160 3.103 -0.737 -0.012 -1.766
H 2.295 -2.353 2.697 0.215 0.996 -1.415
H -5.806 -2.826 -0.378 0.060 -0.004 -0.008
H 3.276 4.179 -0.169 -1.124 -1.168 -0.096
H 0.828 -0.693 -0.497 0.377 1.866 0.346
H -0.090 6.379 -1.589 -1.757 -0.636 -0.343
H 1.288 -0.416 3.378 0.786 0.298 -1.423
H -5.575 -4.258 2.731 0.070 0.034 -0.136
```
Forces are in eV/Å.